The following is a quantum chemistry calculation of C30H54EuP2 as an isolated structure at a distorted geometry, from the Open Molecules 2025 dataset.

Structure (XYZ):
```
87
Properties=species:S:1:pos:R:3:forces:R:3
H 2.51069 4.31772 0.00424 -0.1 -0.1 -0.3
C 1.93459 -0.13268 -4.52161 0.9 -0.3 -0.1
C 1.85489 3.54947 -0.43135 0.2 0.3 0.1
H 1.48325 0.55239 6.50456 0.0 0.1 -0.3
H -0.78197 0.37415 -6.47927 -0.1 -0.1 0.3
H 1.55102 -4.33393 1.45437 -0.1 0.5 -0.2
H 0.41277 -3.11830 2.16135 0.3 -0.1 -0.2
H 0.39109 3.49539 2.21890 0.4 -0.1 0.0
H 3.21219 -1.05195 4.57517 -0.1 -0.1 0.0
H -3.04241 -2.56642 -0.46194 -0.1 0.2 -0.1
H -2.27202 -0.95664 -4.33144 0.2 -0.2 0.1
C -2.90916 -0.42967 -0.26284 0.7 1.1 -0.1
H 4.02875 2.21537 1.31643 -0.2 -0.2 -0.2
C 2.31218 -1.49846 5.01040 0.2 -0.1 0.0
H -2.18581 0.96977 -5.63813 0.3 -0.1 0.1
C 3.35160 1.46824 0.88096 0.1 -0.2 -0.1
H 1.67780 -2.17239 -5.22947 -0.1 0.3 0.1
C -1.91904 1.56697 2.73309 0.3 0.2 0.8
H -0.02816 2.12978 -2.71049 0.2 -0.4 0.1
C 0.31679 1.44328 -3.49631 0.9 -0.3 0.3
H 1.94120 0.49258 -2.41846 -0.4 0.2 0.0
H 0.42849 1.37137 5.33330 0.2 -0.1 0.0
C -2.46016 -0.34176 1.09135 0.1 0.8 -0.7
H -0.91079 2.60186 -4.77648 0.3 -0.3 0.0
H 3.05241 -1.80253 -0.87014 -0.1 -0.2 0.0
H 1.10007 2.06907 2.99698 0.1 0.3 -0.1
H 2.46151 -1.57765 6.09901 0.0 0.0 -0.3
Eu -0.22470 0.15112 -0.53393 -1.0 0.2 2.6
H 0.13066 -1.38627 6.51728 -0.1 0.0 -0.4
C 1.30499 0.71914 5.43198 0.0 0.2 0.1
H 2.09705 -2.67745 1.96339 -0.2 -0.2 -0.2
H 2.19548 0.60369 -5.29970 -0.1 -0.1 0.4
H -2.03118 -2.38300 1.64115 -0.2 0.2 0.1
C 1.09039 -1.24279 -5.19885 0.1 -0.5 -0.4
C 0.86745 -0.42155 3.28378 0.0 0.0 -1.4
C -1.17338 0.57596 -5.46826 -0.5 0.0 -0.4
H -1.03505 -0.73802 5.34415 0.1 -0.1 0.0
H 0.13708 -4.60681 -1.26444 -0.1 0.1 0.2
H 0.86819 3.99480 -0.62772 0.3 -0.1 0.1
P 0.88045 -2.53208 -0.12515 -0.1 -0.3 0.4
H -1.66736 2.63835 2.73275 -0.2 -0.3 -0.1
H -0.27348 -2.33078 5.06843 0.0 0.2 0.0
H -0.93937 -3.21765 -1.56958 0.1 -0.2 0.1
H -1.75929 -1.21333 2.91943 -0.2 0.0 -0.2
H 2.14160 3.49450 2.65065 -0.2 -0.1 -0.2
H 2.18030 -2.50941 4.60985 0.1 0.1 0.0
C -2.18109 1.03577 1.37094 0.2 -0.1 -0.9
C -0.24236 -1.54848 -4.58509 -0.5 0.3 -0.1
P 1.65816 2.10819 0.68760 -0.4 0.3 -0.6
H 2.89247 -0.58374 -4.21917 -0.3 0.2 0.0
H 3.29871 0.59027 1.53270 0.0 0.2 0.0
H 0.50285 1.93601 -5.55913 -0.1 -0.1 0.3
H 2.26021 3.22407 -1.39913 0.0 0.1 0.2
H -1.06988 1.04459 3.20280 -0.4 0.1 -0.2
C 0.73351 -0.21090 2.06901 -0.3 -0.6 0.4
H -3.32348 0.40561 -2.89007 0.0 0.2 0.3
H -2.54192 1.97366 -2.68925 -0.2 -0.1 0.2
C 1.35379 0.58822 -3.34441 -0.5 0.8 0.0
H -2.80188 1.41971 3.38731 0.3 0.1 -0.4
C -0.29400 1.69116 -4.83806 -0.4 0.8 -0.4
C -2.08005 3.23928 -0.02565 -0.1 0.6 0.0
H 2.24812 -2.73318 -2.13610 0.0 -0.1 0.1
C 1.30164 2.88356 2.29288 -0.3 0.0 0.2
H -3.15438 -1.70683 -2.00446 -0.1 0.1 0.3
H -3.01113 3.82269 0.06063 0.3 0.0 -0.1
C 1.28479 -3.26026 1.50476 0.0 0.1 0.3
C -1.28244 -0.70747 -4.70290 0.5 -0.6 -0.1
C 1.07793 -0.63040 4.73477 0.1 0.0 0.6
C -3.42137 -1.65132 -0.93671 -0.4 -0.6 -0.3
C -0.10622 -1.31324 5.44284 -0.2 0.0 0.0
H 3.03257 -3.57553 -0.75150 -0.2 0.2 -0.2
H -1.64832 3.46085 -1.01451 -0.2 0.0 0.2
C -2.42454 -1.45159 2.07996 0.0 -0.4 0.5
C -2.85262 0.88876 -0.83091 0.9 -0.9 0.3
H 3.73568 1.14154 -0.09522 0.0 0.2 0.2
H -4.52341 -1.69338 -0.88313 0.3 0.0 0.0
C -3.24839 1.27067 -2.21230 -0.4 0.3 -0.8
H 0.95665 -0.96675 -6.25643 -0.1 -0.1 0.3
C -2.34498 1.78624 0.16245 0.3 -1.2 0.6
C 2.44366 -2.69906 -1.05835 0.3 0.0 -0.1
H -4.23233 1.78039 -2.22269 0.4 -0.2 0.0
H 2.18194 1.23116 5.01894 -0.2 0.0 0.1
C -0.33037 -3.72415 -0.80792 -0.1 -0.3 -0.3
H -0.32660 -2.52235 -4.10736 -0.3 0.2 0.1
H -1.37432 3.62207 0.72407 -0.2 -0.1 -0.2
H -3.43329 -1.67240 2.47666 0.4 0.1 -0.1
H -1.01494 -4.04683 -0.00527 0.3 0.1 -0.3
```
Positions in Å, forces in eV/Å.

**Kohn-Sham gap (alpha / beta)**: 0.2164 / 0.2922 Eh
**M**: 628.67 u
**2S+1**: 7
**Total charge**: +1
**Max |F|**: 2.7 eV/Å
**E_HOMO (alpha / beta)**: -10.3365 / -10.3744 eV

These are the Löwdin partial charges, in e, on atoms 1 to 8:
1 H 0.0505
2 C -0.1754
3 C -0.2930
4 H 0.0904
5 H 0.1180
6 H 0.0648
7 H 0.0331
8 H 0.0339



The following is a quantum chemistry calculation of an isolated ion of composition C30H54N3O6 and charge +1, from the Open Molecules 2025 dataset.

Structure (XYZ):
```
93
Properties=species:S:1:pos:R:3:forces:R:3
C 5.75519 2.56582 0.26215 -0.1 -0.3 0.0
H 1.05216 -4.79968 2.04417 -0.1 -0.1 0.1
H -3.78546 1.37950 -0.23917 0.0 0.1 -0.1
H -2.77920 -4.67920 -0.57857 0.0 0.0 0.0
H 5.58107 3.57214 0.63244 0.0 0.2 0.0
H 2.42561 -0.21558 -2.52056 -0.1 0.0 0.1
C 0.96403 4.49268 -0.81770 0.1 -0.1 0.1
C -2.22868 -3.75981 -0.37291 -0.2 0.3 0.1
O 1.29404 -0.52443 0.51588 -0.2 0.0 0.2
H 3.05628 2.14414 -1.93149 0.1 0.1 -0.1
H -2.36805 -3.48024 0.67450 -0.1 -0.1 -0.1
H 3.03885 3.60565 1.34078 0.1 0.1 0.0
H -5.59234 1.52932 2.22251 0.0 -0.1 0.0
H 6.74746 2.26063 0.58421 0.1 0.0 0.0
H 4.58572 -4.10360 1.22234 0.1 0.0 0.0
C -3.14977 5.18387 -1.41458 -0.1 0.2 -0.2
C 4.68144 1.65787 2.33580 0.0 -0.1 -0.3
H 0.70954 1.33095 -0.69049 0.0 -0.3 -0.7
H 3.99501 -4.74673 -0.30602 0.0 -0.1 -0.1
H -6.04896 0.79452 0.66838 0.0 0.0 0.1
H 0.82902 -1.29322 0.91036 -0.1 0.0 0.0
H -3.05408 -2.26332 -3.39651 0.0 0.0 -0.1
H 2.45974 -2.83663 1.52310 0.0 0.0 0.0
N -0.81679 -4.00159 -0.56008 -0.2 -0.3 -0.2
O -4.57144 -0.19172 1.71974 0.3 0.2 -0.1
H 2.62718 1.19451 0.80093 0.0 0.0 0.0
C 2.50262 -3.70411 0.85855 -0.1 -0.3 -0.1
H 3.43834 3.89494 -0.34920 0.0 0.1 0.0
H -2.81388 5.09888 -2.45236 0.0 0.0 0.0
H 1.60370 -4.36183 -0.97434 0.0 0.0 0.0
C 1.38954 3.48680 0.03597 -0.1 0.1 -0.1
H 4.43907 2.65746 2.68696 0.0 0.1 0.1
C -5.38462 -1.00092 2.53793 -0.1 -0.1 0.1
C 2.21999 0.21216 -1.53502 0.6 -0.1 0.2
H -4.79183 -1.87252 2.80940 -0.1 0.0 0.0
H -4.23693 5.13675 -1.38618 0.1 0.0 0.0
C 1.85811 -2.25167 -1.20493 -0.1 0.0 0.2
C 0.10514 -3.33498 0.15233 0.4 -0.4 -0.4
C 2.84804 3.26875 0.32011 0.1 -0.2 0.2
H 3.19962 -1.02417 -0.04284 0.0 0.1 -0.1
H -5.68070 -0.46969 3.44814 0.0 0.0 0.0
H 3.94728 0.96277 2.73679 -0.1 -0.1 0.1
H -1.68065 0.12342 0.36997 0.0 -0.1 -0.1
C 3.25416 1.30869 -1.25612 -0.2 -0.1 0.1
C 1.54268 -3.48221 -0.32417 0.1 0.3 0.2
C -2.59403 -3.01422 -2.75906 0.1 0.2 0.2
H 4.22880 0.90575 -1.53333 0.0 0.0 -0.1
C -3.04545 2.34945 1.53599 -0.6 0.1 0.2
H -4.43207 -2.28405 0.07745 -0.1 0.0 0.1
H -6.28907 -1.31898 2.00671 0.0 0.0 0.0
C 2.19595 -0.93304 -0.48286 0.2 -0.1 -0.4
C -4.19909 1.91601 0.61471 0.0 -0.2 0.4
H 1.68694 5.12737 -1.30700 0.1 0.1 -0.1
H -3.02860 -0.87538 0.67227 -0.1 0.0 -0.1
H 2.71339 -2.49271 -1.83768 0.0 0.0 0.0
H -0.53622 -4.55525 -1.35326 0.1 0.1 0.1
H 2.72804 -5.10230 2.48759 0.0 -0.1 0.1
C 2.05656 -4.93340 1.65023 0.0 0.3 0.0
H -3.07144 -3.97086 -2.95393 -0.1 -0.1 0.0
C -5.20070 1.01648 1.33277 -0.1 0.2 -0.2
H 0.67518 1.94713 1.37228 0.0 -0.2 0.1
H 0.73530 1.40969 -2.36911 0.0 0.0 0.1
H 0.99666 -2.08728 -1.85633 0.1 0.0 -0.1
H -4.60908 -1.51843 -1.50576 -0.1 0.1 0.0
C 0.41135 2.70688 0.65115 -0.3 0.6 0.3
N -2.23321 -0.67587 0.08058 -0.1 0.2 0.3
C -1.92330 -1.38092 -0.98885 -0.4 -0.1 0.0
H -3.08470 3.41994 1.74239 0.1 -0.1 0.0
H 5.74551 2.58806 -0.82499 0.1 0.1 -0.2
H -1.54320 -3.07922 -3.02851 0.0 0.0 -0.1
C -0.38428 4.72270 -1.03763 -0.3 0.0 0.0
N 0.85221 0.78844 -1.56971 -0.4 -0.4 0.1
H -2.81892 6.13946 -0.99850 0.0 0.0 0.0
H -3.11741 1.80578 2.48269 0.0 0.1 -0.1
C -1.36373 3.94203 -0.43464 -0.1 -0.1 0.0
O -2.70379 4.09757 -0.63530 0.3 -0.4 0.3
O -0.97564 -1.07841 -1.73069 0.1 -0.1 -0.3
H 5.65615 1.39336 2.73722 0.1 0.0 0.1
C -0.94758 2.91022 0.42602 0.2 -0.1 0.1
O -0.20861 -2.61252 1.08978 0.0 0.2 0.4
H 5.02197 0.57743 0.53689 0.0 0.0 0.0
C 4.71238 1.59366 0.80972 -0.1 0.1 0.2
H 2.06837 -5.82038 1.01976 0.0 -0.1 -0.1
O -1.76400 1.99294 1.03239 0.4 0.1 -0.4
C -2.76258 -2.62645 -1.28733 0.0 -0.2 -0.1
H 4.31885 -3.02038 -0.13665 0.1 0.1 -0.1
H -0.66941 5.52594 -1.69682 -0.1 0.1 -0.1
H -4.73120 2.78683 0.23713 0.0 0.0 -0.1
H 0.08711 0.00622 -1.58931 0.3 0.6 0.0
H -4.81786 -3.25830 -1.33268 -0.1 -0.1 0.0
C 3.30537 1.80614 0.20518 0.2 0.1 0.0
C -4.24529 -2.40147 -0.98574 0.2 -0.1 0.0
C 3.93714 -3.89999 0.37459 -0.2 0.2 0.1
```
Positions in Å, forces in eV/Å.

**Kohn-Sham gap**: 0.3343 Eh
**M**: 552.78 u
**Total charge**: +1
**Max |F|**: 0.8 eV/Å
**E_HOMO**: -10.8423 eV

These are the Löwdin partial charges, in e, on atoms 1 to 8:
1 C -0.0617
2 H 0.0787
3 H 0.1114
4 H 0.1403
5 H 0.0808
6 H 0.1554
7 C -0.0257
8 C -0.1008



The following is a quantum chemistry calculation of C30H55BeN4OP2S as an isolated structure at a distorted geometry, from the Open Molecules 2025 dataset.

Structure (XYZ):
```
94
Properties=species:S:1:pos:R:3:forces:R:3
C -1.56821 -1.57609 -1.87900 -0.2 -0.2 0.2
C 2.44888 -1.07625 3.52720 0.2 -0.1 0.2
H 1.81883 -0.48742 -4.60422 -0.2 0.0 0.2
H 1.97699 1.50175 -2.33834 -0.1 0.1 -0.3
C -1.42867 -3.88555 -1.25227 0.4 0.0 0.5
H -1.68188 -4.93413 -1.41066 0.0 0.3 0.0
H 0.78542 1.28707 -5.90418 -0.2 0.1 0.1
C -2.26764 -2.31030 2.42994 0.0 -0.1 -0.2
H -0.90330 0.88079 -5.55056 0.2 0.2 0.1
N -2.66430 3.23186 1.88958 0.0 0.3 0.0
H 4.60473 0.05707 -0.45362 0.0 -0.1 0.3
H -0.07883 -4.28194 0.41734 -0.3 0.3 -0.3
H 3.37745 -0.99807 -2.23161 0.0 -0.2 0.1
C -1.43035 3.75833 -2.51988 -0.1 0.2 -0.1
N 1.54715 0.18613 -0.45372 0.7 -0.4 -0.7
C 3.34988 -2.98350 0.55513 0.1 -0.3 0.1
H -1.89072 -0.79011 -3.88234 -0.1 0.0 0.4
C -1.05742 0.69077 1.54411 2.9 -0.6 -0.4
H 4.28950 -3.49326 0.29115 -0.3 0.2 0.1
P -0.94175 1.03071 -2.52645 -0.1 -0.3 -0.1
C -0.03603 1.45094 -5.19017 0.3 -0.1 -0.2
H 0.60109 -0.35297 5.42746 0.1 0.3 -0.2
H 4.34016 -2.45417 -1.89003 -0.2 0.1 0.1
H 2.04062 -2.03315 3.87919 0.1 0.2 -0.1
H -2.73831 -1.56405 1.78376 0.1 -0.1 0.1
C 0.62748 -1.72290 1.08645 1.7 -0.4 -0.8
H -1.38487 -0.35688 5.13739 -0.2 -0.1 -0.2
H -2.68280 2.12668 -0.54882 -0.2 -0.1 -0.2
C 0.94586 -0.47841 -3.93291 -0.1 0.0 0.2
H 3.00297 1.44818 3.28203 -0.2 -0.1 -0.1
H -0.26405 2.52456 -5.20116 0.0 -0.3 0.0
H 0.02433 -3.46666 3.43659 -0.1 0.2 0.1
C -0.49637 -2.77688 4.11628 0.0 -0.1 0.2
H 1.44723 2.14365 2.79278 0.2 -0.3 0.0
C -1.22884 -1.65860 3.36048 -0.1 0.0 0.2
H 0.21526 -2.40066 4.86221 -0.2 -0.1 -0.2
C 3.40428 -1.93065 -1.65666 0.0 0.2 -0.4
H -3.27298 3.98638 2.19450 0.2 -0.2 -0.2
C -0.54691 -3.53214 -0.22995 -0.3 -0.4 -0.3
H -0.09557 4.91702 0.90578 -0.3 -0.1 0.3
C -1.96879 -2.89007 -2.06196 0.0 0.4 -0.2
H -3.84660 1.39216 -1.67415 0.1 0.2 0.1
H 0.18986 -1.15102 -4.35703 0.2 0.1 0.1
H 3.20093 -0.75094 4.26367 -0.2 -0.1 -0.2
S -0.33012 2.21194 0.88409 -0.7 0.3 0.3
H -2.31191 2.56766 -4.86753 -0.2 0.0 0.2
H -3.04834 -2.76212 3.06160 0.3 0.1 -0.1
N -1.02036 4.74080 1.28219 -0.2 0.5 -0.3
C 4.47039 -0.74823 0.28069 0.3 0.4 0.0
C -0.27761 -2.18500 0.00441 0.3 0.5 0.3
C 0.92501 0.48236 4.79374 0.1 0.0 0.2
H 3.33182 -2.89221 1.64375 0.0 -0.1 -0.2
C -2.00754 -0.75715 4.33242 0.0 0.1 0.2
H 1.15836 -2.54255 1.57823 -0.5 -0.1 -0.1
H 2.40387 1.84329 -4.03954 -0.2 0.1 0.1
H -2.79866 -1.36596 4.79085 0.2 0.1 -0.1
C 1.58899 1.86463 -3.30109 0.0 0.0 0.1
H 1.27103 -0.87443 -2.96152 -0.1 0.1 -0.2
H -1.25410 -3.36509 4.65513 0.2 0.1 -0.1
C 0.43938 0.96916 -3.81245 -0.3 0.5 -0.1
H 1.26721 2.90687 -3.17120 0.1 -0.2 -0.1
H 2.52440 -3.62414 0.22519 0.1 0.1 0.1
H -2.48298 0.07125 3.79479 0.1 -0.2 0.1
H 4.28620 -0.28467 1.25833 0.1 -0.1 -0.2
H 2.96404 -1.23485 2.57166 -0.2 0.1 0.4
C -3.18457 2.25258 -1.51533 0.1 0.1 0.1
O -2.30595 0.53116 1.44005 -2.5 -0.1 -0.2
C -2.95036 2.38554 -3.99801 -0.1 0.2 -0.1
C 2.06940 1.24275 2.73303 0.1 0.1 0.0
N -0.77934 -1.23362 -0.83858 0.6 -0.2 0.0
H -3.00665 2.26489 1.91324 0.4 -0.3 -0.1
H -3.81679 3.15269 -1.45878 0.1 -0.2 -0.1
C 3.31323 -1.63943 -0.15930 -0.4 0.3 0.3
P -0.03259 -0.61282 2.38232 -1.1 1.9 -1.6
C -2.17903 2.42449 -2.67027 0.2 0.0 -0.2
C -1.46753 3.48708 1.38036 0.8 -0.4 1.2
H -1.83409 -3.10729 1.81638 -0.1 0.2 0.2
H 0.12662 1.23521 4.73139 0.2 -0.3 0.0
H -3.47960 1.43411 -4.13931 0.1 0.2 0.0
H 2.56810 -2.56926 -1.97298 0.2 0.1 0.0
H -3.04469 -0.22164 -2.67486 0.4 0.0 0.0
H 5.40227 -1.32524 0.34594 -0.2 0.1 -0.1
H 2.33109 1.05647 1.68653 -0.1 0.1 0.3
H -0.71294 3.92481 -3.33710 -0.2 -0.1 0.2
C -1.98286 -0.46557 -2.83280 0.0 -0.1 -0.1
H -1.56351 5.52522 1.62950 0.2 -0.2 -0.4
H -2.66786 -3.10226 -2.86252 0.1 -0.2 0.0
C 1.38930 0.02976 3.39897 0.3 0.0 0.1
H -0.89550 3.82038 -1.56213 -0.1 -0.1 -0.2
H -2.16643 4.57558 -2.55513 0.2 -0.2 0.0
H -3.70407 3.18674 -3.96952 0.1 -0.2 0.0
H 1.78063 0.95497 5.30084 -0.2 -0.1 -0.2
C 2.00844 -0.82449 0.05656 -1.9 -0.7 0.7
Be -0.07746 0.31839 -0.70555 0.0 -0.3 1.4
```
Positions in Å, forces in eV/Å.

**Kohn-Sham gap (alpha / beta)**: 0.1990 / 0.1989 Eh
**M**: 590.82 u
**ΔE to the lowest compared entry with this formula, charge and spin**: 0.0 kcal per mole
**Total charge**: +1
**Max |F|**: 2.9 eV/Å
**E_HOMO (alpha / beta)**: -7.4824 / -7.4808 eV

These are the Löwdin partial charges, in e, on atoms 1 to 8:
1 C -0.2681
2 C -0.0747
3 H 0.1034
4 H 0.0497
5 C -0.0249
6 H 0.1198
7 H 0.0948
8 C -0.0680